Entry 1:
2 unconnected molecules or ions with the total composition C5H7N in a non-equilibrium geometry. Source: OMol25; level of theory: wB97M-V/def2-TZVPD.

Geometry as XYZ:
```
13
Properties=species:S:1:pos:R:3:forces:R:3:lowdin_spin:R:1
C 0.971 0.432 2.681 0.1 0.0 -0.3 0.020
C 1.470 0.648 1.617 0.1 0.0 0.6 0.005
C 0.059 -0.383 -1.430 0.6 0.1 -0.3 0.479
C 0.616 -0.897 -2.483 0.6 -0.9 -1.5 0.625
C -1.509 0.275 0.257 0.6 0.8 0.8 0.075
N -0.247 0.192 -0.408 -2.5 0.8 2.1 0.613
H 0.479 0.223 3.585 -0.2 -0.1 0.5 0.002
H 1.956 0.857 0.712 0.3 0.1 -0.5 0.001
H 1.065 -1.874 -2.453 0.6 -0.8 -0.4 0.069
H 0.617 -0.381 -3.426 0.1 0.1 -1.1 0.069
H -1.541 1.230 0.781 -0.3 -0.1 0.1 0.007
H -2.354 0.198 -0.432 0.2 0.1 -0.2 0.019
H -1.581 -0.521 0.999 -0.2 -0.2 0.2 0.017
```
Forces are in eV/Å.

Energy relative to the best compared isomer or geometry (same formula, charge and spin), kcal per mole: 75.6
Net charge: 0
Kohn-Sham gap (alpha / beta), eV: 5.352 / 8.105
Expectation value of S²: 2.021
E_LUMO (alpha / beta), eV: 0.99 / -1.96
DFT total energy, a.u.: -249.17200
Multiplicity: 3

---

Entry 2:
A molecular structure, C12H30N2O4Rb in a non-equilibrium geometry. Source: OMol25; level of theory: wB97M-V/def2-TZVPD.

Geometry as XYZ:
```
49
Properties=species:S:1:pos:R:3:forces:R:3:mulliken_charge:R:1
Rb -27.445 4.843 -14.717 -0.1 -0.1 0.1 0.992
C -16.837 5.443 -10.090 -1.0 0.0 -1.3 -0.751
O -18.197 5.557 -10.613 0.8 2.5 -0.5 -0.366
C -18.970 4.413 -10.487 -0.3 -1.4 0.3 -0.424
C -20.513 4.447 -11.064 2.1 0.8 0.8 -0.718
N -20.609 5.286 -12.250 0.5 -1.2 -0.6 -0.476
C -19.763 4.657 -13.316 -0.4 1.2 -0.9 -0.565
C -20.180 5.049 -14.782 0.0 -0.5 2.0 -0.705
O -21.427 4.458 -15.125 -0.2 0.3 -0.5 -0.280
C -21.702 4.666 -16.510 0.5 0.1 0.4 -0.716
H -16.812 5.750 -9.044 0.1 -0.6 0.1 0.273
H -16.152 6.069 -10.662 -0.5 0.7 0.0 0.270
H -16.440 4.469 -10.376 -0.2 -0.5 0.9 0.335
H -18.929 4.189 -9.421 -0.7 -0.6 0.2 0.432
H -18.334 3.682 -10.986 -0.7 -1.0 -0.2 0.326
H -21.160 4.831 -10.276 0.0 0.1 0.0 0.346
H -20.849 3.442 -11.321 0.3 -0.1 0.2 0.343
H -20.100 6.119 -11.992 -0.1 0.5 -0.1 0.325
H -19.676 3.573 -13.248 -0.6 -0.1 0.2 0.414
H -18.746 5.013 -13.155 0.3 0.0 -0.3 0.369
H -19.363 4.682 -15.405 0.0 0.0 -0.5 0.383
H -20.256 6.134 -14.848 0.1 0.2 -0.1 0.359
H -21.741 5.717 -16.797 0.2 0.4 0.3 0.304
H -22.676 4.274 -16.804 0.2 -0.5 0.3 0.215
H -20.878 4.219 -17.066 -0.2 -0.2 -0.5 0.308
C -29.773 0.401 -12.987 1.2 1.7 -0.3 -0.825
O -30.817 1.321 -13.358 1.0 -0.7 1.0 -0.319
C -31.737 0.663 -14.192 -1.3 0.3 2.0 -0.671
C -32.979 1.570 -14.407 1.3 -1.5 -1.0 -0.277
N -32.593 2.603 -15.314 -0.1 1.4 -0.8 -0.346
C -33.697 3.430 -15.803 0.0 0.1 0.9 -0.699
C -34.267 2.926 -17.096 -1.0 0.3 -1.2 -0.550
O -34.550 1.563 -17.304 -0.5 -1.2 1.5 -0.376
C -35.871 1.108 -16.848 0.6 -0.1 -1.5 -0.796
H -29.942 -0.634 -12.689 -1.1 0.1 -0.2 0.318
H -29.197 0.840 -12.173 -0.3 0.2 0.2 0.285
H -29.067 0.412 -13.817 0.2 -0.5 -0.3 0.319
H -32.109 -0.152 -13.571 -0.1 -0.7 -0.4 0.355
H -31.183 0.261 -15.040 -0.6 0.1 -0.7 0.367
H -33.381 1.996 -13.488 0.3 -0.3 0.1 0.388
H -33.697 0.901 -14.881 -0.6 -0.1 0.2 0.170
H -32.289 2.152 -16.166 0.5 -0.3 0.0 0.275
H -33.311 4.427 -16.015 0.0 0.2 -0.2 0.317
H -34.455 3.615 -15.041 0.0 -0.4 0.3 0.364
H -33.525 3.186 -17.852 -0.1 -0.1 -0.3 0.345
H -35.200 3.441 -17.321 0.1 0.7 -0.1 0.410
H -36.278 1.577 -15.952 0.4 0.1 0.0 0.337
H -35.896 0.021 -16.769 0.7 0.0 0.6 0.279
H -36.540 1.218 -17.701 -0.3 0.7 0.1 0.336
```
Forces are in eV/Å.

Energy relative to the best compared isomer or geometry (same formula, charge and spin), kcal per mole: 82.0
Net charge: +1
Kohn-Sham gap, eV: 6.574
E_LUMO, eV: -4.07
DFT total energy, a.u.: -909.39769
Multiplicity: 1

---

Entry 3:
A molecular structure, CH13NO4 in a non-equilibrium geometry. Source: OMol25; level of theory: wB97M-V/def2-TZVPD.

Geometry as XYZ:
```
19
Properties=species:S:1:pos:R:3:forces:R:3:mulliken_charge:R:1
H -0.859 0.685 -0.656 -1.7 -1.5 0.1 0.350
O -1.785 -0.195 -0.772 4.8 0.3 -1.5 -0.813
N 0.209 1.359 -0.324 0.9 -0.2 1.7 -0.479
H -2.519 0.183 -0.445 -4.2 2.1 1.8 0.197
H 0.969 0.748 -0.734 -0.9 0.9 1.3 0.319
H 0.192 1.364 0.777 0.5 -0.6 -3.0 0.322
C 0.390 2.752 -0.793 0.2 -0.1 0.9 -0.846
H -0.313 3.399 -0.268 -0.1 -0.1 -0.2 0.307
H 1.396 3.117 -0.576 0.0 0.0 0.0 0.335
H 0.223 2.804 -1.846 -0.2 0.0 -0.7 0.322
O -0.368 -1.891 1.221 1.9 -3.3 -1.4 -0.817
H 0.060 -2.726 0.742 -1.1 2.0 2.1 0.346
H -0.702 -1.627 0.356 -0.8 1.2 -0.3 0.502
O -0.592 -2.142 -1.375 4.1 -2.9 0.0 -0.707
H 0.017 -1.553 -1.820 -0.4 0.1 -0.2 0.285
H -1.450 -1.881 -1.526 -2.9 1.7 -0.6 0.320
O 1.974 -1.714 2.767 0.8 -0.8 0.1 -0.639
H 1.216 -1.864 2.193 -0.5 0.5 0.0 0.412
H 1.941 -0.818 3.078 -0.3 0.5 0.1 0.281
```
Forces are in eV/Å.

Energy relative to the best compared isomer or geometry (same formula, charge and spin), kcal per mole: 51.2
Net charge: 0
Kohn-Sham gap, eV: 9.998
E_LUMO, eV: 0.12
DFT total energy, a.u.: -401.53886
Multiplicity: 1

---

Entry 4:
2 unconnected molecules or ions with the total composition C2H9ClSi2 in a non-equilibrium geometry. Source: OMol25; level of theory: wB97M-V/def2-TZVPD.

Geometry as XYZ:
```
14
Properties=species:S:1:pos:R:3:forces:R:3:mulliken_charge:R:1
C 2.248 -0.478 -0.232 -0.6 -0.4 -0.2 -1.018
C -0.168 1.282 0.318 -2.6 -0.9 1.1 -0.907
Si 0.764 0.526 -1.034 1.4 -1.7 0.5 0.482
Si -2.404 -0.647 0.985 1.1 2.1 0.7 0.534
Cl -3.185 -1.422 -0.656 -0.5 -0.6 -1.5 -0.176
H 2.396 -0.288 0.852 -0.1 0.3 -0.7 0.287
H 2.085 -1.571 -0.283 -0.3 0.4 -0.1 0.298
H 3.192 -0.351 -0.765 0.0 0.3 0.1 0.314
H 0.047 1.186 1.406 0.0 0.5 -1.1 0.405
H -0.760 2.140 -0.059 0.2 -0.4 0.9 0.292
H 0.108 -0.193 -2.159 -0.4 -0.6 0.6 -0.108
H 1.111 1.601 -1.899 0.9 1.3 -0.4 -0.201
H -3.570 -0.071 1.726 0.5 0.2 -0.1 -0.105
H -1.865 -1.714 1.799 0.5 -0.4 0.3 -0.097
```
Forces are in eV/Å.

Energy relative to the best compared isomer or geometry (same formula, charge and spin), kcal per mole: 67.6
Net charge: 0
Kohn-Sham gap (alpha / beta), eV: 7.524 / 7.754
E_LUMO (alpha / beta), eV: -0.74 / -0.89
DFT total energy, a.u.: -1120.67998
Multiplicity: 1

---

> Look up the energy relative to the best compared isomer or geometry (same formula, charge and spin) of the second one.

82.0 kcal per mole

---

> Which formula does entry 4 have?

C2H9ClSi2

---

Repeat the first record exactly.
2 unconnected molecules or ions with the total composition C5H7N in a non-equilibrium geometry. Source: OMol25; level of theory: wB97M-V/def2-TZVPD.

Geometry as XYZ:
```
13
Properties=species:S:1:pos:R:3:forces:R:3:lowdin_spin:R:1
C 0.971 0.432 2.681 0.1 0.0 -0.3 0.020
C 1.470 0.648 1.617 0.1 0.0 0.6 0.005
C 0.059 -0.383 -1.430 0.6 0.1 -0.3 0.479
C 0.616 -0.897 -2.483 0.6 -0.9 -1.5 0.625
C -1.509 0.275 0.257 0.6 0.8 0.8 0.075
N -0.247 0.192 -0.408 -2.5 0.8 2.1 0.613
H 0.479 0.223 3.585 -0.2 -0.1 0.5 0.002
H 1.956 0.857 0.712 0.3 0.1 -0.5 0.001
H 1.065 -1.874 -2.453 0.6 -0.8 -0.4 0.069
H 0.617 -0.381 -3.426 0.1 0.1 -1.1 0.069
H -1.541 1.230 0.781 -0.3 -0.1 0.1 0.007
H -2.354 0.198 -0.432 0.2 0.1 -0.2 0.019
H -1.581 -0.521 0.999 -0.2 -0.2 0.2 0.017
```
Forces are in eV/Å.

Energy relative to the best compared isomer or geometry (same formula, charge and spin), kcal per mole: 75.6
Net charge: 0
Kohn-Sham gap (alpha / beta), eV: 5.352 / 8.105
Expectation value of S²: 2.021
E_LUMO (alpha / beta), eV: 0.99 / -1.96
DFT total energy, a.u.: -249.17200
Multiplicity: 3